C37H53GaN3S3Si4Te as an isolated structure in a non-equilibrium geometry. Source: the OMol25 dataset; level of theory: wB97M-V/def2-TZVPD.

Results
Charge: +1
HOMO in Eh: -0.35015
E_tot in eV: -167383.36708

```
102
C37H53GaN3S3Si4Te | the OMol25 dataset | wB97M-V/def2-TZVPD
Ga 6.113 6.837 22.248
S 7.008 8.867 21.636
C 5.844 9.412 20.402
N 5.083 10.515 20.632
C 4.404 11.017 19.449
C 3.655 9.865 18.786
N 4.615 8.854 18.423
C 4.225 7.776 17.504
C 4.411 8.147 16.071
C 5.611 7.766 15.422
C 5.780 8.031 14.071
C 4.721 8.611 13.307
C 3.515 8.948 13.936
C 3.332 8.665 15.294
C 5.823 8.706 19.084
S 7.045 7.731 18.575
C 5.342 11.508 21.715
C 4.080 12.114 22.219
C 2.935 11.360 22.421
C 1.795 11.866 22.937
C 1.771 13.192 23.449
C 2.936 13.922 23.373
C 4.049 13.431 22.702
H 5.248 11.397 18.813
H 3.726 11.822 19.714
H 3.221 10.186 17.845
H 2.872 9.515 19.463
H 3.098 7.563 17.671
H 4.786 6.906 17.822
H 6.446 7.272 15.961
H 6.740 7.805 13.582
H 4.836 8.750 12.222
H 2.687 9.365 13.395
H 2.367 8.876 15.849
H 5.958 12.276 21.213
H 6.026 11.035 22.419
H 2.979 10.320 22.161
H 0.865 11.290 22.957
H 0.893 13.668 23.867
H 3.023 14.936 23.760
H 4.936 14.049 22.475
C 5.517 9.112 25.050
C 4.418 8.183 24.752
C 3.504 7.975 25.820
C 2.397 7.207 25.591
C 2.197 6.642 24.300
C 1.041 5.856 24.052
C 0.950 5.176 22.832
C 2.014 5.213 21.901
C 3.197 5.895 22.169
S 4.562 5.636 21.090
C 3.274 6.723 23.350
N 4.370 7.438 23.625
H 5.920 9.010 26.102
H 5.117 10.173 24.959
H 6.349 8.925 24.305
H 3.716 8.450 26.773
H 1.594 7.121 26.300
H 0.425 5.633 24.958
H 0.013 4.629 22.657
H 1.981 4.611 21.031
C 10.269 7.792 24.445
Si 10.796 6.487 23.154
C 12.726 6.280 23.284
C 10.251 6.963 21.416
Si 9.577 4.449 23.675
Te 7.165 5.230 24.228
Si 10.332 3.499 25.813
C 10.348 4.730 27.345
C 9.357 1.920 26.286
C 12.212 3.033 25.598
Si 9.638 2.979 21.754
C 11.438 2.592 21.379
C 8.812 3.775 20.334
C 8.788 1.264 22.108
H 10.814 8.715 24.223
H 10.516 7.527 25.481
H 9.201 8.051 24.321
H 13.343 7.072 22.864
H 13.035 5.283 22.778
H 13.047 6.128 24.363
H 10.282 8.059 21.253
H 9.243 6.614 21.177
H 10.945 6.538 20.662
H 10.364 5.866 27.139
H 11.281 4.444 27.897
H 9.426 4.491 27.940
H 8.293 2.062 26.017
H 9.449 1.766 27.351
H 9.757 0.990 25.856
H 12.748 3.390 26.485
H 12.655 3.549 24.737
H 12.349 1.993 25.443
H 11.569 1.595 20.931
H 12.054 2.588 22.321
H 11.840 3.339 20.676
H 9.191 4.771 20.137
H 7.700 3.903 20.484
H 8.990 3.147 19.438
H 8.027 1.350 22.883
H 9.429 0.440 22.443
H 8.287 0.891 21.211
```